10
Properties=species:S:1:pos:R:3:forces:R:3:mulliken_charge:R:1 method="wB97M-V/def2-TZVPD" orbital_gap_ev=10.13 homo_ev=-9.63 smiles="O=C(O)S.P" total_energy_ev=-25336.0296 mol_weight_g_mol=112.090 e_above_lowest_kcal_mol=52.2 lumo_energy_ev=0.5
O -1.207 -0.084 0.602 -0.374 -0.122 1.363 -0.51
C -1.310 -0.191 1.806 -0.934 -0.022 -2.027 0.62
O -0.513 0.367 2.680 0.115 0.162 1.257 -0.42
S -2.678 -0.961 2.591 -0.241 -1.135 0.357 -0.23
H -0.004 1.032 2.226 0.763 0.539 -0.484 0.35
H -2.664 -2.060 1.784 -0.121 0.657 0.142 0.16
P 1.138 0.314 -0.607 2.042 0.902 1.586 -0.07
H 2.120 -0.372 -1.335 0.210 -0.143 -0.195 0.04
H 0.094 -0.384 -1.005 -1.452 -1.336 -1.155 0.04
H 1.336 -0.496 0.596 -0.008 0.498 -0.844 0.01